No. 1
{
  "formula": "C36H52Cl40N2O3SSi2",
  "method": "the ωB97M-V functional and the def2-TZVPD basis",
  "elements": ["C", "C", "C", "C", "C", "C", "C", "C", "C", "C", "C", "C", "C", "C", "C", "C", "C", "C", "C", "C", "Si", "O", "Si", "C", "C", "O", "C", "C", "S", "C", "N", "N", "C", "O", "H", "H", "H", "H", "H", "H", "H", "H", "H", "H", "H", "H", "H", "H", "H", "H", "H", "H", "H", "H", "H", "H", "H", "H", "H", "H", "H", "H", "H", "H", "H", "H", "H", "H", "H", "H", "H", "H", "H", "H", "H", "H", "H", "H", "H", "H", "H", "H", "H", "H", "H", "H", "C", "Cl", "Cl", "Cl", "Cl", "C", "Cl", "Cl", "Cl", "Cl", "C", "Cl", "Cl", "Cl", "Cl", "C", "Cl", "Cl", "Cl", "Cl", "C", "Cl", "Cl", "Cl", "Cl", "C", "Cl", "Cl", "Cl", "Cl", "C", "Cl", "Cl", "Cl", "Cl", "C", "Cl", "Cl", "Cl", "Cl", "C", "Cl", "Cl", "Cl", "Cl", "C", "Cl", "Cl", "Cl", "Cl"],
  "positions_angstrom": [[10.98070, -1.36541, 4.12547], [11.27737, -1.96861, 2.70369], [11.35859, -0.86848, 1.54873], [10.10696, -1.03748, 0.56169], [10.57397, -1.96162, -0.65229], [9.42371, -2.04474, -1.75721], [9.66901, -0.94900, -2.87855], [8.31043, -0.33059, -3.43166], [7.78720, 0.90316, -2.60451], [6.49432, 1.56903, -3.26853], [5.13672, 0.94151, -2.71992], [4.48298, 1.85399, -1.59962], [3.00339, 2.31015, -1.98854], [2.06931, 2.47382, -0.71328], [0.53699, 2.23924, -1.02467], [-0.40329, 3.30956, -0.30193], [-1.62695, 2.65090, 0.43991], [-2.76001, 2.11933, -0.53657], [-4.10786, 2.94203, -0.44412], [-5.13144, 2.31747, 0.60221], [-6.32772, 1.13100, -0.27366], [-7.84054, 1.90521, -0.43207], [-9.06297, 0.96676, -1.16531], [-8.49165, -0.62585, -2.03127], [-8.38721, -1.89752, -1.08178], [-8.45574, -2.99803, -1.58004], [-10.44443, 0.71822, 0.13109], [-11.33037, -0.57598, -0.07018], [-11.09376, -1.82688, 1.29964], [-10.98786, -3.40258, 0.39135], [-10.17552, -4.45650, 0.60131], [-10.50322, -5.33141, -0.40321], [-11.47981, -4.79300, -1.15049], [-11.83304, -3.53439, -0.68725], [9.88463, -1.35331, 4.39161], [11.49015, -1.95029, 4.93460], [11.33060, -0.30422, 4.23448], [12.28521, -2.47797, 2.70100], [10.50988, -2.72907, 2.38355], [11.40540, 0.17972, 1.95817], [12.26140, -1.04760, 0.89731], [9.27276, -1.58520, 1.08289], [9.70527, -0.05700, 0.19685], [10.77412, -2.97026, -0.19084], [11.52729, -1.54996, -1.06810], [8.46346, -1.88551, -1.19751], [9.47908, -3.05911, -2.23517], [10.15116, -1.48160, -3.74390], [10.39197, -0.14459, -2.51219], [8.50147, 0.02129, -4.47842], [7.56015, -1.17371, -3.44091], [7.51448, 0.63630, -1.54984], [8.60149, 1.68050, -2.59729], [6.55811, 1.34781, -4.37072], [6.53418, 2.68989, -3.13408], [5.36727, -0.10144, -2.36711], [4.43589, 0.87320, -3.60106], [5.11671, 2.77892, -1.53353], [4.49016, 1.37089, -0.57986], [2.54665, 1.64820, -2.77597], [3.11199, 3.32759, -2.46306], [2.43182, 1.78040, 0.09715], [2.23878, 3.52139, -0.33126], [0.40174, 2.43406, -2.12919], [0.20382, 1.19261, -0.81442], [-0.71881, 4.13725, -1.00137], [0.21181, 3.81897, 0.49539], [-1.30579, 1.85206, 1.16638], [-2.08643, 3.46432, 1.07223], [-2.93217, 1.01420, -0.37444], [-2.39660, 2.20345, -1.60338], [-4.59716, 2.91748, -1.45506], [-3.91350, 3.99952, -0.13023], [-4.63251, 1.83445, 1.48401], [-5.75974, 3.17307, 0.99476], [-5.84288, 0.67786, -1.59856], [-6.43358, -0.11344, 0.53040], [-9.65757, 1.81789, -2.22453], [-9.31993, -0.90168, -2.75417], [-7.57638, -0.51258, -2.67308], [-8.24889, -1.79809, 0.03458], [-11.14129, 1.59950, -0.00084], [-10.02931, 0.82688, 1.17173], [-12.40945, -0.25785, 0.02623], [-11.21876, -1.08504, -1.05828], [-11.96087, -5.20782, -2.05720], [-0.59155, 4.07461, -5.10247], [1.03661, 4.26182, -4.42795], [-1.22166, 5.66199, -5.57658], [-0.52496, 3.01649, -6.52261], [-1.65710, 3.35696, -3.88016], [-15.36190, -1.59474, 1.92531], [-16.96871, -1.71138, 1.18261], [-14.92817, 0.11276, 2.13334], [-15.38622, -2.39383, 3.50841], [-14.16972, -2.37920, 0.87596], [2.07210, 0.58724, 3.06573], [0.48247, 0.45053, 2.29186], [2.47180, 2.29903, 3.29264], [2.03481, -0.22540, 4.64032], [3.29854, -0.17523, 2.03694], [-15.76597, -3.01582, -2.67698], [-14.50453, -1.79291, -2.41979], [-15.72607, -4.20213, -1.35811], [-17.35254, -2.22734, -2.71375], [-15.47952, -3.84069, -4.21988], [13.63243, 1.08369, -3.41506], [13.58989, 0.14890, -1.91005], [11.98713, 1.58029, -3.84985], [14.64287, 2.52205, -3.18802], [14.30933, 0.08437, -4.71270], [8.00426, 5.61048, -2.42699], [8.20128, 6.94528, -3.57611], [6.34674, 4.99038, -2.50898], [9.11955, 4.30564, -2.83934], [8.34023, 6.18865, -0.78589], [-11.99245, -1.43018, 5.39094], [-11.74642, 0.05419, 4.45044], [-10.46328, -1.90930, 6.14942], [-13.20972, -1.13623, 6.64807], [-12.54955, -2.72448, 4.31789], [13.72073, -1.19851, 7.26759], [12.83847, 0.12585, 6.48888], [14.51535, -2.18649, 6.02842], [14.94256, -0.53189, 8.36538], [12.58589, -2.20372, 8.18624], [-17.05238, -0.65433, 8.05569], [-15.78565, 0.55907, 8.31878], [-17.02648, -1.83050, 9.38136], [-18.63347, 0.14493, 8.00530], [-16.76504, -1.48885, 6.51838], [10.66875, -6.55381, -1.16623], [9.51868, -7.66395, -1.93160], [9.84266, -5.62666, 0.09856], [11.99645, -7.48148, -0.44649], [11.31793, -5.44185, -2.38500]],
  "atomic_forces_ev_per_a": [[-0.3, -0.1, 0.3], [0.8, 0.6, -0.5], [-1.1, -0.4, -0.4], [0.9, -0.4, -0.3], [-1.2, 0.2, 0.6], [1.5, 0.4, 0.4], [-0.6, -0.2, 0.0], [0.6, 0.0, 0.6], [-0.4, 0.4, -0.6], [0.4, -0.8, -0.1], [0.6, 0.7, -0.4], [-0.3, -0.1, -0.5], [0.4, 0.3, 0.6], [0.2, -0.1, -0.4], [-0.1, 1.4, -0.7], [0.5, -0.7, 1.0], [-0.6, 0.7, -0.1], [0.2, 0.2, -0.4], [0.0, -0.8, 0.4], [-0.1, 0.8, -0.3], [-0.1, 0.8, 0.8], [0.4, -1.9, -0.6], [0.0, 1.1, 0.4], [-0.5, -0.9, 0.5], [0.3, 0.0, -1.2], [0.0, 0.7, 0.5], [-0.4, 0.0, 0.1], [-0.9, 0.4, 0.3], [0.9, -0.9, -1.1], [0.9, 0.1, 0.5], [-2.4, 2.7, -0.9], [-2.3, 0.5, -1.9], [1.9, -0.5, 1.5], [1.2, -1.5, 0.5], [1.0, -0.1, -0.5], [-0.4, 0.4, -0.7], [-0.2, -1.0, -0.4], [-1.1, 0.3, 0.3], [0.8, 0.6, 0.5], [0.0, -1.1, -0.3], [-0.7, 0.3, 0.9], [0.7, 0.7, -0.4], [0.4, -0.8, 0.2], [0.0, 0.9, -0.6], [-0.8, -0.5, 0.2], [0.6, -0.3, -0.8], [-0.5, 0.9, 0.5], [-0.2, 0.6, 0.8], [-1.1, -1.0, -0.4], [-0.4, -0.3, 0.8], [0.6, 0.9, -0.2], [0.5, 0.1, -0.8], [-0.7, -0.9, 0.2], [0.0, 0.4, 0.9], [-0.2, -1.5, -0.2], [-0.4, 0.9, -0.3], [0.6, -0.1, 1.0], [-0.6, -0.9, 0.2], [0.0, 0.4, -1.1], [0.4, 0.4, 0.9], [-0.3, -1.0, 0.3], [-0.4, 0.6, -0.8], [-0.3, -1.0, -0.2], [0.2, -0.5, 1.0], [0.4, 0.8, -0.1], [0.1, -1.0, 0.6], [-0.6, -0.5, -0.7], [-0.2, 0.9, -1.0], [0.4, -0.8, -0.5], [0.0, 1.1, -0.1], [-0.2, -0.1, 1.1], [0.4, 0.4, 0.8], [0.0, -0.8, -0.6], [-0.3, 0.5, -0.8], [0.5, -1.0, -0.2], [0.1, 0.2, 0.0], [-0.3, 0.0, 0.0], [0.1, -0.1, 0.0], [0.8, 0.3, 0.7], [-0.7, -0.1, 0.8], [-0.1, 0.2, -0.8], [0.8, -0.8, 0.1], [-0.4, -0.4, -0.9], [1.1, -0.5, -0.2], [0.1, 0.4, 0.8], [0.4, 0.5, 0.9], [0.0, 0.0, -0.1], [-0.2, 0.0, -0.1], [0.1, -0.2, 0.1], [0.0, 0.1, 0.2], [0.1, 0.1, -0.2], [-0.1, -0.1, 0.0], [0.1, 0.1, 0.0], [0.0, -0.2, 0.0], [-0.7, 0.2, -0.5], [-0.5, 0.1, 0.5], [0.0, 0.0, 0.0], [0.3, -0.1, 0.1], [0.0, -0.2, 0.0], [0.0, 0.1, -0.2], [-0.1, 0.1, 0.1], [0.0, 0.0, 0.0], [-0.2, -0.1, -0.2], [-0.1, 0.0, -0.4], [0.2, -0.1, 0.0], [0.0, 0.1, 0.2], [0.0, 0.0, 0.0], [0.0, 0.1, -0.1], [0.2, 0.0, 0.0], [-0.1, -0.1, 0.0], [-0.1, 0.1, 0.1], [0.0, 0.1, 0.0], [0.0, -0.1, 0.1], [0.1, 0.5, 0.1], [0.1, 0.1, 0.0], [0.0, -0.1, -0.2], [0.1, -0.1, 0.0], [0.0, -0.1, 0.1], [-0.1, 0.1, -0.1], [0.2, 0.0, -0.2], [0.7, 0.1, 0.4], [0.0, 0.0, 0.0], [0.2, 0.0, 0.3], [-0.1, 0.1, 0.1], [-0.1, -0.1, -0.1], [0.1, 0.1, -0.1], [0.0, 0.0, 0.0], [-0.1, -0.1, 0.0], [0.0, 0.1, -0.1], [0.2, -0.1, 0.0], [-0.1, 0.1, 0.2], [0.0, 0.0, 0.0], [0.1, 0.1, 0.1], [0.1, -0.1, -0.1], [-0.1, 0.1, -0.1], [-0.1, -0.1, 0.1]],
  "total_energy_ev": -574780.485,
  "e_lumo_ev": -0.01,
  "spin_multiplicity": 1
}

---

No. 2
{
  "formula": "C4H11NO",
  "method": "the ωB97M-V functional and the def2-TZVPD basis",
  "elements": ["C", "C", "C", "C", "N", "H", "H", "H", "H", "H", "H", "H", "H", "H", "H", "H", "O"],
  "positions_angstrom": [[-1.56334, 0.91976, -1.08951], [-0.64101, 1.50830, -0.02028], [0.71890, 1.01880, 0.07261], [1.54288, 0.25459, -0.84319], [1.30759, 0.91495, 1.50033], [-0.94402, 0.36092, -1.77191], [-2.28553, 0.18949, -0.64650], [-2.15231, 1.63580, -1.68611], [-1.10137, 1.75835, 0.97614], [-0.76222, -1.94577, -1.08877], [0.98702, -0.16155, -1.61487], [2.53657, -0.09519, -0.58826], [0.59902, 0.37755, 2.07643], [2.11906, 0.34914, 1.44534], [0.21307, -3.01164, 1.37972], [-0.41563, -1.91523, 0.39388], [-0.15867, -2.15827, 1.50495]],
  "atomic_forces_ev_per_a": [[0.7, 0.9, 0.4], [0.9, -3.0, 0.2], [1.0, -1.4, 2.7], [-2.9, 1.5, 2.3], [-3.0, 1.1, -1.4], [0.0, -0.2, -0.4], [0.5, 0.4, 0.2], [0.2, -0.1, 0.4], [0.7, 0.3, -1.2], [0.5, 0.6, 0.4], [-0.2, -0.4, -2.2], [-0.2, 0.1, 0.0], [1.2, 0.7, -1.0], [0.7, -0.6, 0.1], [0.5, -1.3, -0.1], [0.7, -0.9, 3.2], [-1.3, 2.3, -3.5]],
  "total_energy_ev": -7856.512,
  "e_lumo_ev": -2.91,
  "de_lowest_ev": 8.042,
  "spin_multiplicity": 1
}

---

No. 3
{
  "formula": "C4H6ClN3",
  "method": "the ωB97M-V functional and the def2-TZVPD basis",
  "elements": ["H", "N", "C", "N", "N", "C", "C", "C", "Cl", "H", "H", "H", "H", "H"],
  "positions_angstrom": [[0.65887, 2.43034, -0.22740], [1.43938, 1.72330, -0.07781], [1.00448, 0.52055, -0.13138], [1.83500, -0.60169, 0.13287], [1.18063, -1.78916, 0.13387], [-0.01557, -1.59719, -0.19985], [-0.31721, -0.07761, -0.45978], [-1.44070, 0.51027, 0.41601], [-3.00633, -0.20870, -0.02663], [2.71418, -0.47567, 0.63667], [-0.76587, -2.37866, -0.27529], [-0.52940, 0.08004, -1.50727], [-1.48247, 1.60591, 0.13416], [-1.27499, 0.25826, 1.45182]],
  "atomic_forces_ev_per_a": [[1.3, -1.3, 0.0], [-1.5, 0.2, 0.0], [1.5, 0.0, 0.4], [0.5, 2.0, 0.0], [0.7, -0.7, 0.5], [-1.6, 1.6, -0.5], [-0.6, -1.6, 0.7], [0.5, 0.7, -1.6], [-0.2, 0.0, -0.1], [-0.5, -0.4, -0.4], [0.3, 0.0, 0.0], [-0.2, 0.1, -0.4], [-0.1, -1.2, 1.0], [0.1, 0.5, 0.3]],
  "total_energy_ev": -21236.893,
  "e_lumo_ev": 0.71,
  "de_lowest_ev": 2.010,
  "smiles": "[H]/N=C1/NN=C[C@H]1CCl",
  "spin_multiplicity": 1
}

---

No. 4
{
  "formula": "C2H6N2O",
  "method": "the ωB97M-V functional and the def2-TZVPD basis",
  "elements": ["C", "N", "C", "O", "N", "H", "H", "H", "H", "H", "H"],
  "positions_angstrom": [[1.39446, 0.25072, 0.12565], [-2.06413, -0.01636, 0.07089], [0.09807, 0.84918, -0.06672], [1.68841, -0.74753, -0.87467], [-0.74590, 0.02196, 0.52382], [1.97564, -1.54066, -0.40885], [-2.63866, -0.49221, 0.75447], [-2.14925, -0.47068, -0.83404], [2.24875, 0.91217, 0.27261], [0.40752, -0.57628, 0.91046], [-0.21490, 1.80969, -0.47362]],
  "atomic_forces_ev_per_a": [[-0.4, -0.9, 0.5], [-0.3, 0.2, 0.0], [-0.7, -0.4, 0.7], [0.1, 0.0, 0.0], [-0.1, 0.6, -0.8], [0.0, 0.2, -0.1], [0.1, -0.1, -0.1], [0.1, 0.1, 0.1], [0.0, -0.1, 0.1], [1.4, 0.5, -0.2], [-0.1, -0.3, -0.3]],
  "total_energy_ev": -7194.283,
  "e_lumo_ev": 0.63,
  "de_lowest_ev": 5.505,
  "spin_multiplicity": 1
}

---

no.,molar mass (g/mol),Kohn-Sham gap (hartree)
1,2067.18,0.3279
2,89.14,0.1748
3,131.57,0.3574
4,74.08,0.3255